No. 1
The following is a DFT calculation (ωB97M-V/def2-TZVPD) of a cluster of 2 separate species, C7H15NOS in total at a distorted geometry.

XYZ file:
```
25
Properties=species:S:1:pos:R:3:forces:R:3:mulliken_charge:R:1
C 0.74559 -0.80950 1.43296 1.6 -0.9 -1.4 -0.671
C 3.44333 0.15030 -1.20102 0.5 2.0 -1.0 -0.694
C 2.07415 0.74962 -0.88137 1.0 2.1 0.6 -0.686
C 2.94700 0.26203 0.18415 0.1 -3.1 1.4 -0.061
C -2.27933 0.79051 1.15902 -0.4 0.3 -0.4 -1.129
C -3.37550 0.42086 -1.11954 2.5 3.2 -1.7 -1.227
C -2.56639 -0.11213 -0.04683 1.4 0.1 3.3 0.844
N -2.07735 -1.26446 0.12410 0.1 -1.0 -1.3 -0.564
O 2.10710 -2.19235 -0.37893 -0.1 -0.4 0.0 -0.622
S 2.37080 -1.38822 0.84524 0.0 0.8 -0.9 0.361
H 1.12286 -0.19452 2.24121 -1.1 0.1 0.6 0.416
H 0.32615 -1.80029 1.57913 -0.6 0.3 1.0 0.397
H 3.33141 -0.74782 -1.78720 0.3 -0.4 0.4 0.265
H 4.28578 0.83655 -1.50199 -1.1 -0.8 0.3 0.250
H 1.87317 1.81777 -0.77789 0.1 -0.2 -0.8 0.258
H 1.24595 0.13060 -1.07135 -0.9 -0.6 -0.5 0.319
H 3.47352 0.71819 1.01043 -0.1 0.9 -0.4 0.483
H -1.82296 0.16674 1.90735 0.6 0.0 0.1 0.315
H -1.60768 1.59081 0.78593 -0.3 -0.2 0.6 0.262
H -3.15669 1.20791 1.68199 0.1 0.2 -0.7 0.398
H -3.56061 1.48664 -0.86465 -0.9 -0.8 0.0 0.309
H -4.17322 -0.24072 -1.14586 -2.0 -0.6 -1.1 0.392
H -2.74818 0.61656 -2.06177 -1.1 -1.2 0.9 0.278
H 0.19410 -0.34403 0.60447 0.3 0.1 0.6 -0.083
H -2.17301 -1.85105 -0.71759 -0.2 0.1 0.2 0.191
```
Positions in Å, forces in eV/Å.

Calculated values
Spin multiplicity = 1
Net charge = 0
Gap between HOMO and LUMO = 0.3438 Eh
HOMO = -8.60 eV

***

No. 2
The following is a DFT calculation (ωB97M-V/def2-TZVPD) of a structure of composition C15H37N3O at a distorted geometry.

XYZ file:
```
56
Properties=species:S:1:pos:R:3:forces:R:3:mulliken_charge:R:1
C -0.84401 -0.59647 -0.66647 2.3 -0.2 3.6 0.408
C 0.54602 -0.82525 -0.01877 1.4 -1.0 0.1 -1.795
N 1.31859 0.16950 0.76885 -0.4 0.1 0.2 0.287
C 1.78179 1.40742 0.06871 -0.2 -1.5 0.6 -0.571
C 2.75495 2.17837 0.98671 -1.2 1.3 -0.8 -1.215
C 0.62887 0.40180 2.02200 -0.5 1.0 0.3 -0.374
C 0.57775 -0.82668 2.88923 -0.7 -1.0 0.3 -1.336
H -0.66840 -0.00670 -1.56616 3.3 0.6 5.6 -0.020
H -1.65056 -0.14235 -0.09084 1.2 0.5 0.2 -0.669
H -1.39362 -1.49977 -0.93117 0.9 -0.6 -0.3 0.550
H 0.57300 -1.77607 0.51349 -0.3 0.2 0.7 0.545
H 1.32247 -1.09949 -0.73293 -0.5 0.2 -1.1 0.518
H 2.23169 1.08405 -0.86998 0.5 -0.2 0.1 0.430
H 0.92810 1.98101 -0.29222 -0.2 0.7 0.4 0.393
H 3.66317 1.65510 1.28573 -1.9 1.9 -1.4 0.130
H 3.00054 3.12243 0.50036 0.1 0.1 -0.1 0.489
H 2.22760 2.46049 1.89798 0.1 0.1 0.0 0.390
H -0.35017 0.82772 1.80252 -0.8 -0.3 0.1 0.363
H 1.02229 1.20903 2.63984 0.7 -0.1 -0.3 0.368
H 0.34630 -0.63041 3.93613 0.4 0.4 0.1 0.402
H 1.50339 -1.39477 2.79677 0.0 0.2 0.2 0.182
H -0.21066 -1.53448 2.63325 -0.1 0.0 -0.4 0.339
C -5.74737 -0.40476 -3.95788 1.1 -0.2 1.1 -1.298
C -4.26989 -0.12359 -3.55737 -1.2 -0.1 -0.2 -0.583
N -4.01153 0.34374 -2.20225 0.0 0.4 0.2 0.106
C -4.03163 -0.74055 -1.15211 0.2 0.4 -2.3 -0.266
C -3.93075 -0.20082 0.22313 -0.6 0.9 1.5 -1.243
C -2.81558 1.18718 -2.26522 1.1 -0.3 0.7 -0.969
C -1.52195 0.51789 -2.80510 -1.4 1.5 -3.7 -0.934
H -5.69452 -0.78909 -4.97650 -0.4 0.1 0.0 0.367
H -6.28644 0.53846 -3.86939 -0.2 -0.2 -0.2 0.313
H -6.19644 -1.14726 -3.29825 -0.2 0.0 -0.1 0.352
H -3.64181 -0.99099 -3.76045 0.1 -0.2 -0.4 0.375
H -4.06167 0.68544 -4.25752 0.8 0.0 0.2 0.354
H -4.96139 -1.27583 -1.34475 -0.2 0.1 0.4 0.467
H -3.25821 -1.47661 -1.37149 0.2 -0.2 0.0 0.243
H -4.48277 0.73864 0.25147 -0.1 0.1 0.1 0.372
H -4.35934 -0.82820 1.00467 -0.2 -0.3 -0.3 0.401
H -2.94146 0.02160 0.62304 -0.3 0.0 -0.3 0.286
H -2.54445 1.54970 -1.27367 -0.3 -0.2 0.4 0.536
H -3.00409 2.12902 -2.78047 -0.4 -0.2 -0.4 0.442
H -1.50199 0.29432 -3.87174 -0.7 -0.2 -0.2 0.423
H -1.19051 -0.29002 -2.15277 -4.0 -1.1 -5.9 0.150
H -0.67714 1.20565 -2.76810 0.1 0.5 0.4 0.382
C 6.56854 -1.20905 2.24560 0.8 0.4 0.6 0.131
O 7.09759 -2.07949 2.93429 -1.2 0.8 -1.0 -0.574
N 5.29116 -0.73488 2.27232 -1.2 0.5 2.5 0.118
C 4.86103 0.64099 1.87414 1.0 -3.2 0.3 -0.982
C 4.35111 -1.28903 3.29979 1.1 -1.8 -1.5 -0.985
H 7.12361 -0.64075 1.48327 0.3 -0.1 -0.1 0.283
H 4.74214 1.40146 2.64591 0.7 -0.3 0.7 0.335
H 3.82597 0.44235 1.59612 1.0 -0.9 -0.4 0.374
H 5.55651 0.99663 1.11393 -0.5 0.1 -0.3 0.307
H 3.47651 -1.70861 2.80266 -0.5 1.0 -0.1 0.200
H 4.78279 -2.25838 3.54902 0.5 0.3 0.9 0.397
H 4.14488 -0.66962 4.17264 0.1 0.1 -0.3 0.304
```
Positions in Å, forces in eV/Å.

Calculated values
Spin multiplicity = 1
Net charge = 0
Gap between HOMO and LUMO = 0.3343 Eh
HOMO = -8.40 eV

***

No. 3
The following is a DFT calculation (ωB97M-V/def2-TZVPD) of an isolated molecule of CHCl2NO3 at a distorted geometry.

XYZ file:
```
8
Properties=species:S:1:pos:R:3:forces:R:3:mulliken_charge:R:1
O -1.70174 0.11394 0.90416 0.0 0.5 -0.8 -0.538
N -1.78016 1.05633 0.12296 2.9 -2.9 2.0 1.086
O -2.70813 1.66982 -0.16394 -2.5 2.0 -1.2 -0.540
O -0.58697 1.47675 -0.46747 1.9 -1.2 -0.2 -0.317
C 0.75511 0.58791 -0.13110 -3.4 -0.8 -0.4 0.176
Cl 1.88215 1.17626 -1.30299 -0.3 -0.3 0.3 -0.087
Cl 1.09083 0.82802 1.49668 1.1 1.0 1.6 -0.081
H 0.49284 -0.52725 -0.09181 0.2 1.8 -1.4 0.301
```
Positions in Å, forces in eV/Å.

Calculated values
Spin multiplicity = 1
Net charge = 0
Gap between HOMO and LUMO = 0.4426 Eh
SMILES = O=[N+]([O-])OC(Cl)Cl
HOMO = -11.56 eV

***

No. 4
The following is a DFT calculation (ωB97M-V/def2-TZVPD) of a structure of composition C3H6CsO3 at a distorted geometry.

XYZ file:
```
13
Properties=species:S:1:pos:R:3:forces:R:3:mulliken_charge:R:1
H -0.34032 0.85508 1.16558 0.4 0.1 -0.3 0.296
O 0.17585 1.01891 0.35976 -0.4 -0.1 0.2 -0.526
C 1.54255 0.70884 0.60510 0.1 -0.2 0.0 -0.202
C 2.11495 1.50704 1.76020 0.2 0.1 0.1 -0.970
H 2.07266 0.94039 -0.32889 -0.2 -0.1 0.2 0.269
H 1.65635 -0.37243 0.79169 0.0 0.2 0.0 0.245
H 2.03632 2.58598 1.56650 0.0 -0.3 0.1 0.261
H 3.17432 1.25458 1.90612 -0.2 0.1 0.0 0.305
H 1.58235 1.27797 2.69564 0.1 0.1 -0.2 0.321
O -1.25065 -2.01024 -2.36474 -0.2 0.5 0.7 -0.288
C -2.40098 -2.05804 -2.30295 0.4 -0.9 -1.4 0.713
O -3.54801 -2.23931 -2.43094 -0.3 0.4 0.6 -0.434
Cs -6.81540 -3.46876 -3.42305 0.1 0.1 0.0 1.009
```
Positions in Å, forces in eV/Å.

Calculated values
Spin multiplicity = 1
Net charge = +1
Gap between HOMO and LUMO = 0.2920 Eh
HOMO = -11.91 eV

***

No. 5
The following is a DFT calculation (ωB97M-V/def2-TZVPD) of a structure of composition C17H26AsN6OS6W.

XYZ file:
```
58
Properties=species:S:1:pos:R:3:forces:R:3:mulliken_charge:R:1
W -1.17197 1.46723 0.00167 0.0 0.3 0.6 0.389
C -0.20962 -2.74340 1.49133 0.0 0.0 0.0 -1.014
C -1.20002 -1.74097 2.09002 0.0 0.0 0.1 -0.855
N -2.04410 -1.04583 1.11995 0.1 0.0 -0.2 0.312
C -2.96940 -1.94280 0.41493 0.0 -0.1 0.0 -0.850
C -2.89437 -1.91212 -1.11066 0.0 0.0 0.1 -0.843
N -1.55199 -2.02918 -1.63528 -0.1 0.0 -0.1 0.296
C -0.86863 -3.28657 -1.45116 0.1 0.0 0.0 -0.989
C 0.52718 -3.11161 -0.83297 0.0 0.0 0.0 -0.641
N 0.50663 -2.26653 0.33222 0.0 -0.2 0.0 0.203
H -0.74288 -3.65835 1.21726 0.0 0.0 0.0 0.287
H 0.46668 -3.03732 2.30661 0.0 0.0 0.0 0.434
H -0.66189 -0.97913 2.65222 0.0 0.0 0.0 0.285
H -1.81535 -2.30631 2.81128 0.0 0.0 0.0 0.392
H -2.56464 -0.35470 1.64830 -0.1 0.0 0.0 0.324
H -4.00226 -1.71645 0.69396 0.0 0.0 0.0 0.393
H -2.78812 -2.96871 0.75645 0.0 0.0 0.0 0.316
H -3.30378 -0.96976 -1.47347 0.0 0.0 0.0 0.187
H -3.56978 -2.71085 -1.47167 0.0 0.0 0.0 0.393
H -1.52578 -1.68807 -2.58715 0.0 0.0 0.0 0.121
H -0.74568 -3.83691 -2.39561 0.0 0.0 0.0 0.417
H -1.46954 -3.94082 -0.81167 0.0 0.0 0.0 0.349
H 1.16816 -2.62705 -1.57325 0.0 0.0 0.0 0.057
H 0.94905 -4.12069 -0.65454 0.0 0.0 0.0 0.330
H 1.39061 -1.83938 0.55093 -0.1 0.1 0.0 0.315
S 0.81119 0.82712 1.32159 0.1 0.2 -0.2 -0.408
C 0.65361 1.41599 2.96204 0.0 0.0 0.0 0.145
C 1.73520 1.33297 3.83903 0.0 0.0 0.0 -0.711
C 1.61943 1.75815 5.15302 0.0 0.0 0.0 -0.599
C 0.40839 2.27419 5.60225 0.0 0.0 0.0 -0.484
C -0.66825 2.36231 4.73543 0.0 0.0 0.0 -0.767
C -0.56200 1.93833 3.40853 0.0 -0.1 0.0 0.709
S -1.93856 2.07859 2.33706 0.1 0.0 -0.2 -0.324
H 2.67311 0.92921 3.47509 0.0 0.0 0.0 0.401
H 2.46968 1.69046 5.82087 0.0 0.0 0.0 0.337
H 0.30512 2.61435 6.62569 0.0 0.0 0.0 0.344
H -1.61166 2.77206 5.07614 0.0 0.0 0.0 0.398
S -4.30754 1.85165 -1.78302 -0.1 0.0 0.0 -0.285
As -2.20076 1.63422 -2.47333 0.0 -0.2 -0.3 0.263
S -0.84203 3.56018 -0.49603 0.1 0.0 0.0 -0.316
S -3.63293 1.49592 0.16686 0.0 -0.1 0.0 -0.225
S -2.14107 0.39530 -4.19299 0.1 0.0 0.1 -0.566
C 1.29720 -0.57730 -3.58084 0.0 0.0 0.0 -0.864
N 1.89196 0.64870 -3.04520 0.0 0.0 0.0 0.168
C 2.96988 1.18655 -3.65549 0.0 0.0 0.0 -0.191
C 3.55922 2.31843 -3.21043 -0.1 0.0 0.0 -1.000
C 2.96467 2.90539 -2.05467 0.0 0.1 0.0 0.828
N 1.92645 2.38136 -1.45023 0.0 0.0 0.0 -0.259
C 1.35261 1.26836 -1.91610 0.2 0.0 -0.1 -0.052
O 0.36575 0.71671 -1.39464 -0.3 0.0 0.1 0.286
N 3.43800 4.06859 -1.54411 0.0 -0.1 0.0 -0.443
H 1.04652 -0.43184 -4.62943 0.0 0.0 0.0 0.375
H 0.37757 -0.77851 -3.04342 0.0 0.0 0.1 -0.059
H 1.99749 -1.40533 -3.46272 0.0 0.0 0.0 0.407
H 3.32217 0.65286 -4.52820 0.0 0.0 0.0 0.468
H 4.40875 2.74968 -3.71659 0.0 0.0 0.0 0.327
H 4.36317 4.38055 -1.77352 0.0 0.0 0.0 0.227
H 3.03916 4.35110 -0.66233 0.0 0.0 0.0 0.265
```
Positions in Å, forces in eV/Å.

Calculated values
Spin multiplicity = 3
Net charge = -1
Gap between HOMO and LUMO (alpha / beta) = 0.2017 / 0.2187 Eh
HOMO (alpha / beta) = -3.25 / -3.80 eV

***

No. 6
The following is a DFT calculation (ωB97M-V/def2-TZVPD) of a structure of composition C12H36F4InN2O14S4 at a distorted geometry.

XYZ file:
```
73
Properties=species:S:1:pos:R:3:forces:R:3:mulliken_charge:R:1
In 0.93313 3.05159 0.41966 -0.6 0.0 0.3 1.126
N -1.34372 4.51505 -0.52428 -3.7 -4.0 -0.8 0.115
S -1.55796 6.00009 -0.59071 4.3 8.9 0.7 0.882
O -1.95651 6.67627 0.62699 -0.3 -1.2 -1.2 -0.478
O -1.95975 6.58634 -1.84776 -0.2 -1.2 1.2 -0.501
F 0.03953 6.28559 -0.55453 -0.3 0.0 -0.2 -0.318
S -3.06822 4.20314 -0.71986 -2.6 -5.1 -0.5 0.999
O -3.62884 4.22367 -2.04080 1.4 0.9 0.8 -0.516
O -3.87947 4.63781 0.37633 1.4 -0.1 -0.6 -0.507
F -2.90235 2.59152 -0.56270 0.4 1.2 0.6 -0.204
N -0.07032 0.35183 1.19137 -2.1 -3.1 -0.6 0.290
S -1.03287 -0.81401 0.42571 -2.6 1.6 -6.0 0.763
O -2.35472 -1.15091 0.88051 1.8 0.2 1.1 -0.551
O -0.29777 -1.79646 -0.33426 0.0 0.4 1.4 -0.435
F -1.41850 0.22807 -0.76352 0.2 -0.3 0.7 -0.192
S 0.25843 -0.63810 2.39236 4.5 0.6 5.3 0.714
O 1.08227 -1.80753 2.12063 -1.6 1.1 -0.3 -0.510
O -0.68404 -0.68343 3.47767 0.3 -0.2 -1.6 -0.527
F 1.41152 0.36624 2.96542 -0.5 -0.1 -0.2 -0.403
C 3.18197 -0.45457 5.46281 0.0 -1.3 1.0 -0.775
C 4.39171 -1.11949 4.79982 -0.2 0.5 -0.6 -0.225
O 4.02513 -1.94990 3.71823 -0.1 0.2 -0.4 -0.397
H 3.54311 0.04371 6.36284 -0.1 0.3 -0.1 0.394
H 2.54573 -1.27217 5.80884 -0.2 0.1 0.0 0.268
H 2.58584 0.19051 4.82453 0.4 0.1 0.0 0.105
H 4.99130 -1.77039 5.43213 -0.1 0.4 0.3 0.334
H 4.96182 -0.26690 4.41322 0.6 -0.2 0.0 0.238
H 3.60079 -1.37035 3.07439 -0.3 -0.2 -0.1 0.258
C -0.79708 0.66791 -3.87219 -1.1 -1.3 0.6 -1.292
C -0.26825 1.82478 -3.06686 0.0 -0.7 -1.1 0.343
O 0.72133 1.32288 -2.19163 -0.6 1.3 0.3 -0.154
H -1.03746 -0.12358 -3.15407 0.2 0.0 0.4 0.249
H -0.11543 0.13437 -4.53446 0.1 0.7 -0.4 0.383
H -1.80048 0.80084 -4.27807 0.4 0.6 -0.7 0.392
H -1.11696 2.34384 -2.60845 0.2 0.0 0.9 -0.050
H 0.14023 2.61107 -3.71444 0.4 0.1 -0.1 0.352
H 0.99407 0.46620 -2.56196 0.5 -0.5 0.3 0.154
C 3.38285 -1.10275 -3.83940 -1.4 -0.3 -1.1 -1.348
C 2.50053 -2.03985 -3.00679 1.7 1.0 -0.7 0.106
O 1.55126 -1.26413 -2.34096 -0.5 0.8 0.6 -0.294
H 2.72031 -0.46780 -4.43475 0.0 0.5 0.3 0.288
H 3.86537 -1.64904 -4.65047 0.6 -0.2 0.5 0.399
H 4.03932 -0.52054 -3.19737 0.1 0.0 -0.3 0.324
H 3.25125 -2.39802 -2.29654 -0.7 -1.2 0.3 0.102
H 1.99041 -2.76868 -3.63831 0.3 -0.4 0.2 0.316
H 1.36978 -1.59737 -1.45483 -0.3 -0.1 0.0 0.123
C -2.08294 2.46856 2.91278 -0.4 -1.6 0.0 -0.554
C -1.77380 3.87367 3.34708 -0.3 -0.3 -0.7 -0.369
O -0.44182 4.09940 2.92598 1.7 0.0 -1.0 -0.409
H -3.10536 2.08287 2.89579 -0.4 0.8 0.8 0.435
H -1.55024 1.72988 3.51252 0.2 0.1 -0.1 0.328
H -1.89165 2.24894 1.85753 0.7 0.5 -0.1 -0.261
H -1.72388 3.98808 4.43053 -0.9 0.1 0.0 0.380
H -2.41739 4.55777 2.79108 -0.2 0.3 0.6 0.275
H -0.12965 4.96160 3.21632 -0.2 0.1 0.1 0.234
C 1.81352 -4.87993 -0.33340 -0.7 -0.5 0.1 -0.932
C 2.91893 -4.23162 0.41492 1.6 1.1 -0.5 0.258
O 3.96014 -3.70401 -0.42637 -0.4 0.2 -0.3 -0.450
H 1.13511 -5.26565 0.42926 -0.2 -0.1 -0.2 0.343
H 2.04940 -5.68809 -1.02692 0.6 -0.2 0.4 0.360
H 1.22173 -4.21628 -0.96749 0.2 0.5 0.3 0.088
H 3.56332 -4.77901 1.11445 -1.0 -1.0 0.4 0.400
H 2.59913 -3.36559 1.01058 -0.7 -0.1 0.2 -0.028
H 4.53789 -3.27679 0.21669 0.4 0.1 -0.4 0.337
C -3.61206 -2.45315 -1.94489 -0.9 -0.4 -0.6 -0.676
C -5.14439 -2.53949 -2.13006 0.4 0.2 -0.8 -0.361
O -5.48244 -2.12154 -3.44453 0.2 0.1 0.0 -0.446
H -3.17355 -2.89833 -2.83938 0.1 0.2 -0.1 0.342
H -3.31538 -3.12024 -1.13723 0.1 0.5 0.4 0.352
H -3.32394 -1.40518 -1.87227 0.3 -0.1 0.3 0.046
H -5.74987 -1.93883 -1.45286 0.3 -0.4 0.5 0.386
H -5.37077 -3.61083 -2.09597 -0.3 -0.1 0.4 0.228
H -6.29834 -1.61360 -3.39766 0.0 0.0 -0.2 0.350
```
Positions in Å, forces in eV/Å.

Calculated values
Spin multiplicity = 1
Net charge = +1
Gap between HOMO and LUMO = 0.0645 Eh
HOMO = -12.49 eV

***

Computed DFT total energy (eV) in order:
-21871.7740, -22665.3882, -33725.5557, -9893.6629, -156719.4625, -104036.3728
Computed ΔE to the lowest compared entry with this formula, charge and spin (kcal/mol) in order:
103.2, 156.7, 11.3, 0.0, 46.0, 43.7